1.
Below is a structure of composition C33H63CoN2Sb3Si2, with properties calculated with ωB97M-V/def2-TZVPD.

```
104
C33H63CoN2Sb3Si2 (ωB97M-V/def2-TZVPD)
Sb 0.1682 0.4482 3.3191
Sb 0.0668 0.8796 -2.5966
Sb 2.5351 -0.1917 0.2689
Co -0.1119 0.2374 0.5617
Si -1.5479 3.1119 0.4909
Si -1.1196 -2.9501 0.9151
N -1.4215 -1.2622 0.6877
N -1.6892 1.4092 0.6743
C 2.5573 -1.9702 5.0221
C 1.6207 -0.8006 -4.8343
C 1.2951 -0.7577 -3.3462
C -5.1356 -0.9459 0.4311
C -2.7120 -0.7482 0.6183
C 2.7475 -0.8920 4.1559
C -0.6610 2.1339 4.3352
C 0.7158 -3.1899 1.2479
C 3.5202 1.3796 -0.8046
C -1.8041 0.6352 -3.6889
C -3.8767 -1.5206 0.5186
C 0.4559 2.7039 -5.1146
C 4.2214 -2.2947 2.8624
C -5.2683 0.4364 0.4407
C 3.1707 -3.1935 4.8138
C 4.0196 -3.3550 3.7287
C -1.7240 -0.0624 -5.0418
C -2.7912 -0.0798 -2.7689
C -0.8209 -1.0046 4.5198
C 1.2247 3.7352 -2.9552
C -2.0218 -3.7381 2.3683
C 3.5821 -1.0669 3.0386
C 3.7975 0.0110 2.0189
C 2.0314 0.3944 4.4331
C 0.7147 -2.0767 -2.8481
C -2.4380 4.1615 1.7710
C 3.6275 -1.8276 -0.5704
C -2.1601 3.6959 -1.1943
C 1.0799 2.4410 -3.7494
C -4.1355 1.2292 0.5329
C 0.2953 3.4661 0.6681
C -1.5551 -4.0003 -0.5861
C -2.8535 0.6723 0.6202
H 0.4805 1.8224 -5.7548
H 2.6158 1.2721 4.1592
H -1.0644 0.4410 -5.7471
H -1.7055 4.6507 -1.4720
H -0.3780 -1.9856 4.3611
H -3.4702 3.8373 1.9151
H -1.8313 -3.2182 3.3070
H 4.5258 -4.2968 3.5618
H 0.2536 4.1887 -2.7482
H 4.6574 -1.5147 -0.7409
H 0.5108 -2.0490 -1.7745
H 4.8995 -2.4133 2.0249
H 0.6165 3.3176 1.7038
H -2.7238 -0.0937 -5.4867
H -1.3915 -1.0961 -4.9389
H 1.7254 3.5777 -1.9991
H 0.9988 3.5026 -5.6304
H -1.6649 -4.7662 2.4815
H -1.9388 4.1171 2.7395
H -0.7238 -0.7213 5.5677
H -4.2379 2.3081 0.5238
H 1.3138 -2.9972 0.3552
H 3.2522 2.3406 -0.3658
H 1.8134 4.4612 -3.5248
H 3.6053 -2.6619 0.1275
H -2.1445 1.6631 -3.8469
H 0.8789 2.7970 0.0274
H 0.5471 4.4912 0.3852
H 2.3561 -1.5886 -5.0296
H -0.2300 -2.3014 -3.3472
H -2.9912 0.4818 -1.8577
H -1.9328 2.9668 -1.9757
H -0.1388 3.0476 4.0554
H 4.8146 -0.0265 1.6254
H 1.7773 0.4773 5.4902
H 1.9163 -1.8348 5.8860
H -1.3005 -5.0478 -0.4008
H -3.1024 -3.7792 2.2312
H -1.7109 2.2290 4.0641
H -2.6224 -3.9554 -0.8104
H -1.8729 -1.0349 4.2399
H 4.5996 1.2442 -0.7404
H 0.9015 -4.2272 1.5402
H -0.5705 1.9779 5.4097
H 2.0468 0.1363 -5.1960
H -6.2470 0.8942 0.3723
H 0.7404 -1.0250 -5.4352
H 2.2349 -0.5685 -2.8149
H -1.0180 -3.6794 -1.4793
H 2.0779 2.0126 -3.8935
H 3.1806 -2.1438 -1.5094
H 1.0873 -2.5528 2.0586
H 3.6307 1.0118 2.4140
H -3.7964 -2.5989 0.4857
H -0.5842 3.0254 -5.0253
H 3.2208 1.3801 -1.8522
H -2.4207 -1.0631 -2.4642
H -3.2428 3.8403 -1.1943
H -2.4601 5.2090 1.4581
H 1.3914 -2.9148 -3.0481
H 3.0002 -4.0094 5.5040
H -3.7442 -0.2317 -3.2848
H -6.0103 -1.5789 0.3493
```

Values from the calculation:
LUMO (spin up / spin down)	0.017 / 0.008	Ha
largest force on an atom	0.86	eV/Å
spin multiplicity	4

Löwdin population analysis, charges in e, atoms 1 to 5: number 1, Sb, carries 1.4122; number 2, Sb, carries 1.5213; number 3, Sb, carries 1.3437; number 4, Co, carries 0.1358; number 5, Si, carries 0.3427

2.
Below is a cluster of 6 separate species, C33H64BClNO22S in total in a non-equilibrium geometry, with properties calculated with ωB97M-V/def2-TZVPD.

```
123
C33H64BClNO22S (ωB97M-V/def2-TZVPD)
Cl 6.5172 4.4028 -1.4111
S 8.7232 4.1220 1.3779
O 7.0739 -0.0710 5.5383
O -14.0260 2.2432 0.1038
O 0.2515 -1.2960 -5.2076
O -2.6797 -5.2935 -6.3253
O -9.0925 -0.1556 2.8549
O -15.6658 3.6620 -0.0350
O -1.5008 -7.2325 -6.3980
O 5.4677 -0.6122 -2.1671
O 2.2821 -0.8035 -4.6122
O -2.9801 0.4453 1.2478
O 3.9504 3.3116 0.1764
O -16.1000 1.4607 -0.3901
O -11.2651 -0.1562 2.1860
O 1.0445 -2.1304 -3.2467
O 7.2994 1.9700 0.8044
O -9.8515 -1.4106 1.1127
O 5.8944 3.7509 1.6602
O -3.6602 -7.3372 -6.1815
O -5.1517 0.4468 0.5817
O 5.8538 0.4309 7.4697
O -3.7344 -0.8073 -0.4880
O 1.5614 1.5007 0.9121
N 6.4881 -1.9258 -0.5411
C 1.1813 -1.4762 -4.2521
C -13.5365 0.9038 0.0321
C 6.2386 0.7637 6.3242
C 3.3666 -0.9042 -3.6816
C -8.5261 -1.9035 0.9285
C 5.1669 2.8556 0.7923
C -0.9834 -1.9612 -4.9535
C -15.3415 2.3623 -0.1335
C 2.0536 -0.1303 2.7895
C 8.4753 0.1104 5.9139
C -2.6194 -6.4974 -6.3038
C -2.4051 -1.2982 -0.6693
C 7.1813 1.9818 -2.5830
C -0.3057 -6.4641 -6.5336
C 6.1480 1.8573 -0.0796
C -9.9775 -0.5357 2.1255
C 1.5242 2.9435 0.8301
C -3.8641 0.0672 0.5220
C 2.9436 3.6405 1.1441
C 8.6056 1.4866 3.5932
C 5.3795 0.4680 0.0954
C -5.4403 1.3833 1.6180
C 5.3462 -2.8344 -0.1089
C 6.1821 2.5959 -1.4953
C 1.0635 1.0057 2.1677
C 7.4141 -1.6803 0.6007
C -11.5517 0.7803 3.2237
C 7.5148 2.6437 3.4009
C 8.4622 1.2319 -1.9987
C -17.0457 3.9388 -0.2651
C 8.9837 1.4594 5.1803
C 5.7741 -0.6699 -0.9411
C -4.9249 -6.6876 -6.0707
B 7.1872 3.0367 1.8420
H 3.0833 -0.4886 -2.7138
H -6.5044 1.6168 1.5720
H -10.9887 1.7042 3.0757
H -5.2250 0.9519 2.5976
H 8.2252 0.4805 -1.1803
H -4.8768 2.3070 1.4703
H 4.1989 -0.3235 -4.0746
H -13.6845 0.4924 -0.9685
H 6.6569 1.3164 -3.3646
H 8.4950 2.3265 5.7511
H -1.4410 -1.5868 -4.0351
H 7.9546 3.5922 3.8868
H -11.3350 0.3487 4.2030
H 3.2104 3.3895 2.2221
H 1.1533 3.2134 -0.2232
H -12.4671 0.9268 0.2398
H 9.1059 -0.7889 5.5726
H 0.0368 0.4893 2.0832
H 2.7603 -0.4154 1.9455
H 0.5311 -7.1595 -6.6008
H 5.1536 -3.5675 -0.9692
H -8.1891 -2.4415 1.8169
H 8.6223 0.2471 7.0427
H 9.2126 1.9932 -1.5688
H 8.2641 -0.9584 0.3752
H -0.1560 -5.8265 -5.6598
H 8.2063 0.4752 3.2581
H 1.4588 -1.0433 3.1476
H 5.5390 -3.3399 0.8897
H -14.0203 0.2762 0.7834
H -5.1357 -6.0992 -6.9662
H 0.7445 3.3820 1.5511
H -4.9584 -6.0586 -5.1787
H -0.3332 -5.8666 -7.4473
H 10.1275 1.5622 5.2967
H 0.9550 1.7935 2.9823
H 9.0332 0.6780 -2.8314
H -2.0682 -1.8355 0.2196
H 3.6888 -1.9418 -3.5771
H -8.5396 -2.5998 0.0898
H 6.5415 2.4344 3.9917
H -1.6553 -1.7478 -5.7852
H -17.3335 3.6481 -1.2776
H 4.2614 0.6937 -0.0885
H -7.8417 -1.0872 0.6878
H -0.8351 -3.0418 -4.8986
H 2.7396 4.7771 1.1129
H -17.1911 5.0143 -0.1601
H 6.8998 -1.3726 1.5775
H -12.6160 1.0134 3.1770
H 4.7599 2.0918 1.5699
H 8.4491 5.4547 1.6337
H 5.1228 2.4985 -1.9384
H -1.7214 -0.4811 -0.9086
H 7.9176 -2.6943 0.8285
H 5.8832 1.7979 5.9638
H 9.5695 1.7907 3.0637
H 7.5820 2.8742 -3.1948
H 5.4191 0.0809 1.1785
H 4.3764 -2.2107 -0.0295
H -17.6691 3.4316 0.4742
H -5.6886 -7.4601 -5.9773
H -2.4188 -1.9939 -1.5087
H 2.5841 0.2779 3.7179
```

Values from the calculation:
LUMO	0.053	Ha
largest force on an atom	4.66	eV/Å
spin multiplicity	1
total charge	-1

Löwdin population analysis, charges in e, atoms 1 to 5: number 1, Cl, carries 0.6399; number 2, S, carries 0.6460; number 3, O, carries -0.1140; number 4, O, carries 0.0002; number 5, O, carries -0.0042

3.
Below is a structure of composition C33H65ClNO18S2 in a non-equilibrium geometry, with properties calculated with ωB97M-V/def2-TZVPD.

```
120
C33H65ClNO18S2 (ωB97M-V/def2-TZVPD)
Cl -1.7840 -1.2095 2.9875
S 1.3011 -2.7677 -2.0733
S -1.2974 -3.5200 -1.4230
O 2.0203 -3.3469 -3.2103
O 3.6162 -3.6586 1.5294
O 4.2339 -0.0615 -6.7628
O -4.0309 4.8886 1.9951
O 4.7771 6.5131 2.4733
O -4.9078 2.9879 2.6832
O 3.4762 -2.0231 -6.1058
O -3.0939 -4.8788 5.0522
O 5.1725 4.3591 2.2360
O -2.6008 -3.6005 -2.1013
O -0.8675 -4.8688 -1.0688
O 1.2895 1.4884 1.1741
O -7.9505 1.3655 -0.2788
O -2.8814 -2.7939 5.7343
O 4.5429 -2.6856 -0.2993
O 1.6243 -3.3630 -0.7822
O -8.7823 3.0801 -1.3869
O -0.1436 3.1416 0.9052
N -0.3051 -2.6879 -2.4468
C 5.6520 -4.6187 0.7209
C -9.5853 3.5558 -3.6353
C 5.9968 3.2629 1.8197
C -0.0809 5.5693 0.7050
C 2.7839 -3.2577 -6.3529
C 6.8262 2.7269 2.9677
C 1.7578 3.4275 2.4407
C -0.7502 4.3683 1.3392
C -1.6613 -2.5234 0.0785
C 3.8049 -1.1487 -7.0630
C 3.7516 -4.3611 -6.7268
C -2.2790 -7.0810 5.6952
C -0.8934 -4.0730 5.8147
C -8.7419 4.0189 -2.4654
C -0.8802 -0.5592 1.5683
C 0.9405 2.6010 1.4833
C 7.0546 5.9450 2.1671
C -7.9705 2.0089 -1.2952
C -4.5230 3.8223 1.7118
C 3.7171 -1.5737 -8.5097
C -7.1688 1.5849 -2.5008
C -2.3542 -3.8508 5.5110
C -0.4685 -1.6584 0.5548
C 4.4854 -3.6068 0.7177
C 1.8988 -1.0309 -1.9953
C 5.5811 5.6397 2.2775
C -4.6295 3.3728 0.2748
C -2.5375 -6.1042 4.5663
C -4.7707 0.6324 2.0839
C 4.1606 -0.3520 -1.0222
C -5.6715 1.7935 2.4416
C 4.2538 -1.3641 0.1581
C 3.4299 -0.9094 -2.2815
H -9.2120 2.6207 -4.0546
H 3.8932 -1.8472 -2.6247
H -7.7120 4.2370 -2.7542
H -9.5920 4.3088 -4.4251
H 5.0384 -0.9850 0.8518
H 3.2220 -5.3064 -6.8549
H 1.9958 -3.1217 -7.0966
H -2.1203 -3.1352 0.8704
H 4.6842 -1.9643 -8.8251
H -1.7881 4.3190 1.0142
H 6.5803 -4.0474 0.8915
H -0.5899 6.4886 0.9983
H 3.2974 -1.3286 0.7167
H 1.7222 -0.6271 -0.9825
H 3.5739 -0.1656 -3.0901
H -2.4508 -1.8197 -0.2616
H 1.1828 4.1683 2.9923
H 3.6585 0.5478 -0.6148
H -3.2840 -6.5211 3.8902
H 2.1955 2.7604 3.1819
H 6.1810 2.4367 3.7982
H -5.3537 -0.2804 1.9556
H -0.7720 4.4282 2.4282
H 7.5195 3.4785 3.3488
H -5.4453 2.6758 0.0915
H -10.6121 3.3747 -3.3138
H 5.1939 -0.0758 -1.3230
H -6.8909 2.4065 -3.1584
H -1.5447 -6.6927 6.4026
H -0.1028 -1.1104 -0.3294
H 0.0704 -0.0803 1.8865
H -1.4635 0.2073 1.0275
H -6.2401 1.1343 -2.1545
H 7.6104 5.2275 1.5667
H 2.9437 -2.3133 -8.7055
H 6.6058 3.5389 0.9570
H 7.1679 6.9130 1.6819
H -3.1973 -7.2644 6.2560
H -4.2212 0.8222 1.1600
H 5.4617 -5.3778 1.4925
H 1.3224 -0.4638 -2.7452
H -0.7853 -4.3434 6.8653
H 5.3094 2.4882 1.4781
H 0.2861 -2.3336 0.9906
H -6.4426 1.9691 1.6897
H -1.6471 -5.9164 3.9643
H -3.6857 2.9175 -0.0275
H 0.9677 5.6478 0.9971
H -6.1930 1.5771 3.3741
H -9.1539 4.9463 -2.0665
H -0.4227 -4.8312 5.1921
H -0.3613 -3.1419 5.6275
H -1.9109 -8.0307 5.3034
H -7.7363 0.8435 -3.0626
H 4.2848 -4.1364 -7.6538
H 2.2863 -3.5180 -5.4181
H 4.5046 -4.4827 -5.9468
H -4.8188 4.2489 -0.3450
H 5.6695 -5.1114 -0.2682
H -0.1042 5.4859 -0.3830
H 7.4837 5.9941 3.1676
H 7.4023 1.8566 2.6500
H -4.0285 0.4663 2.8657
H 2.5577 3.9211 1.8888
H 3.4723 -0.6983 -9.1097
```

Values from the calculation:
LUMO	0.071	Ha
largest force on an atom	2.85	eV/Å
spin multiplicity	1
total charge	-1

Löwdin population analysis, charges in e, atoms 1 to 5: number 1, Cl, carries 0.5915; number 2, S, carries 0.5453; number 3, S, carries 0.5289; number 4, O, carries -0.3641; number 5, O, carries 0.1209

4.
Below is a cluster of 11 separate species, C33H65NO11S in total in a non-equilibrium geometry, with properties calculated with ωB97M-V/def2-TZVPD.

```
111
C33H65NO11S (ωB97M-V/def2-TZVPD)
S -2.9906 -3.8559 -3.3714
O 5.4093 -5.2051 -4.9315
O 3.4180 -0.9811 7.9791
O -2.0548 -4.1617 -2.2753
O -0.2363 1.7371 0.4379
O 1.1744 1.1565 -7.3553
O -3.3326 -4.9064 -4.2989
O -4.0401 5.1358 -6.9898
O -1.4472 3.8933 8.6918
O -5.8392 7.3242 0.0123
O 6.7725 -2.6322 1.7590
O -3.6028 -5.1558 3.2314
N 1.7412 7.9121 1.5499
C 1.9333 -2.8558 8.0803
C 8.9887 -3.1625 2.5161
C -4.2414 4.9013 -5.7719
C -3.2899 5.2628 -4.6977
C 1.6225 7.6419 0.4324
C 7.2852 -4.2556 -3.6657
C -3.0953 -1.2037 -3.8849
C -0.2531 1.0659 -9.3436
C -4.5002 6.6937 1.9187
C 5.8204 -4.2908 -4.1988
C -5.5304 6.4425 0.8127
C 4.8891 -3.1314 -3.8300
C -1.8593 2.9940 6.5086
C 3.9006 -2.5175 9.7002
C -4.5495 -1.5649 -3.5307
C 0.3906 0.7137 0.7302
C -3.1038 -6.2187 2.9108
C 1.4798 7.3260 -0.9974
C 1.8908 -0.3337 -9.0119
C 3.1298 -2.0814 8.4574
C 0.9785 0.6713 -8.4706
C -1.7161 -6.6171 3.3683
C -3.7741 -7.2613 2.0499
C 6.8559 -3.9068 3.8281
C 7.4542 -3.1320 2.6730
C -5.4832 4.1409 -5.3456
C -6.2353 5.1441 0.8513
C -1.5042 5.6214 7.0278
C -2.2916 -2.4537 -4.3077
C -4.4549 -2.8725 -2.7356
C 1.7181 0.4705 0.0522
C 0.0998 -0.2664 1.8766
C -1.5798 4.1495 7.4896
H 1.3114 8.2330 -1.5779
H 9.4552 -2.8590 3.4533
H 0.2589 -1.2490 1.4323
H -5.0406 -0.8125 -2.9136
H 2.4099 1.1742 0.5152
H -3.2911 -8.2382 2.0278
H 0.6791 6.6695 -1.3380
H 2.0885 -3.9271 8.2081
H -6.7292 5.1834 1.8222
H -5.1747 -1.6402 -4.4204
H 4.2816 -3.5326 9.5884
H -5.5396 4.3081 0.7796
H 7.1217 -4.9638 3.8365
H -3.6256 6.0528 1.8077
H 1.9927 -0.5629 0.2638
H -4.0148 -2.6595 -1.7614
H 4.7635 -3.1354 -2.7473
H -1.6592 -7.6910 3.5461
H -5.4162 -3.3651 -2.5897
H -2.4115 -2.6772 -5.3678
H 3.2311 -2.4488 10.5576
H -0.3051 0.4157 -10.2169
H 9.1804 -4.2186 2.3266
H -2.7511 2.4960 6.8891
H -2.6064 -0.7868 -3.0045
H 1.5597 0.5972 -1.0188
H 3.9164 -3.3481 -4.2716
H 2.3897 6.8548 -1.3690
H 1.8653 -2.6160 7.0191
H -5.0003 6.4176 2.8470
H -4.1271 7.7172 1.9547
H 7.3281 -3.5724 -2.8175
H -2.3162 5.8258 6.3300
H -3.8298 6.0175 -4.1258
H -3.8516 -6.9177 1.0184
H 7.9523 -3.8411 -4.4215
H -0.6116 5.8097 6.4312
H -5.5442 4.0760 -4.2592
H -1.5387 -6.0642 4.2908
H 9.3198 -2.4826 1.7311
H 1.4770 -1.0500 -9.7217
H 5.3332 -2.2218 -4.2344
H -0.0298 2.0889 -9.6464
H 0.8968 -0.0466 2.5869
H -1.2228 -2.4525 -4.0936
H 2.6286 0.1320 -9.6652
H 7.2102 -3.4962 4.7736
H 5.7683 -3.8443 3.7919
H -2.8115 4.4040 -4.2268
H -1.1894 0.9978 -8.7897
H -6.3828 4.6037 -5.7514
H -4.7387 -7.5140 2.4901
H -1.6959 6.2871 7.8693
H -2.0235 3.4507 5.5326
H 4.7981 -1.9122 9.8276
H -2.9535 -0.4133 -4.6219
H 2.4140 -0.8992 -8.2408
H 1.0922 -2.4807 8.6634
H -6.9615 5.1074 0.0393
H -2.4763 5.8769 -5.0838
H 7.6144 -5.2655 -3.4213
H -1.0748 -6.2161 2.5833
H -1.0093 2.3141 6.4507
H -5.4246 3.1471 -5.7895
H -0.9066 -0.2103 2.2914
```

Values from the calculation:
LUMO	-0.001	Ha
largest force on an atom	3.84	eV/Å
spin multiplicity	1

Löwdin population analysis, charges in e, atoms 1 to 5: number 1, S, carries 0.7037; number 2, O, carries 0.0262; number 3, O, carries 0.0440; number 4, O, carries -0.3563; number 5, O, carries 0.0279